1.
{"formula": "C3H6BrI", "method": "ωB97M-V with the def2-TZVPD basis set", "elements": ["C", "C", "C", "Br", "H", "H", "H", "H", "H", "I", "H"], "xyz": [[1.3880, -0.1721, -1.3416], [0.7727, -0.5189, -0.2106], [0.7219, 0.1511, 1.1281], [-0.1566, -2.1995, -0.0937], [1.8205, 0.9354, -1.4791], [1.3368, -0.7552, -2.1757], [-0.0480, 1.0139, 1.1835], [1.7885, 0.5286, 1.3791], [0.3347, -0.4831, 1.8575], [-3.2248, 0.7272, 0.1379], [-4.7337, 0.7726, -0.3854]], "forces_ev_per_angstrom": [[0.128, 3.997, 2.311], [0.138, -0.236, -0.169], [0.952, 3.211, -0.801], [0.114, -0.073, -0.444], [-0.783, -2.744, 0.579], [-0.022, -1.481, -2.112], [1.443, -0.929, -0.501], [-1.950, -0.439, -0.137], [-0.036, -1.295, 1.282], [0.152, -0.038, 0.028], [-0.138, 0.028, -0.037]], "e_homo_ev": -9.42, "e_above_lowest_kcal_mol": 35.0, "energy_ev": -81350.0552, "smiles": "C=C(C)Br.I", "fmax_ev_per_a": 4.62, "total_charge": 0}

2.
{"formula": "C3H6BrN2OP", "method": "ωB97M-V with the def2-TZVPD basis set", "elements": ["C", "C", "C", "N", "N", "O", "P", "Br", "H", "H", "H", "H", "H", "H"], "xyz": [[-0.1886, -0.9200, 0.3713], [-0.1039, 1.4415, 1.0862], [0.5785, 0.0952, 1.1585], [0.4267, -1.7339, -0.3720], [0.5559, -1.9662, -1.5585], [-1.2168, -0.1490, -1.2787], [-0.8191, -1.0488, -2.4444], [0.4419, 0.3447, -3.7663], [-1.1669, -1.2718, 0.7892], [-0.7492, 1.6307, 1.9003], [-0.6032, 1.3326, 0.1366], [0.6405, 2.2177, 0.9339], [0.5631, -0.2312, 2.2186], [1.6413, 0.2586, 0.8254]], "forces_ev_per_angstrom": [[-2.024, 0.976, 1.908], [0.621, -0.150, -1.645], [1.237, 0.238, 1.016], [2.076, -1.737, -2.800], [0.042, -0.635, 1.242], [-0.473, -0.251, 0.128], [-0.242, 1.091, -0.143], [0.184, -0.317, 0.116], [0.942, 0.319, -0.392], [-0.760, 0.356, 0.687], [-0.839, 0.973, -0.113], [-0.076, 0.188, 0.411], [0.391, -0.161, -0.565], [-1.079, -0.890, 0.151]], "e_homo_ev": -9.14, "e_above_lowest_kcal_mol": 29.2, "energy_ev": -87565.5582, "fmax_ev_per_a": 3.89, "total_charge": 0}

3.
{"formula": "C3H6BrN5", "method": "ωB97M-V with the def2-TZVPD basis set", "elements": ["C", "C", "C", "N", "N", "N", "N", "N", "Br", "H", "H", "H", "H", "H", "H"], "xyz": [[-2.2906, -2.1481, -0.6631], [-0.4659, 0.2660, 0.0445], [1.9863, -0.6379, -0.1921], [-1.1414, -2.0827, -0.2205], [0.0661, -1.9066, -0.1194], [0.5560, -0.6281, -0.0452], [-0.7259, 2.6606, 0.4915], [0.0354, 1.4637, 0.2742], [-3.8334, -2.1643, 0.2979], [2.5463, -0.2331, 0.6412], [2.3149, -1.7424, -0.3527], [2.3207, -0.0630, -1.0104], [-1.7327, 2.3680, 0.5461], [-0.6961, 3.4035, -0.2510], [1.0604, 1.4443, 0.5590]], "forces_ev_per_angstrom": [[1.968, 0.177, -0.662], [0.882, 1.837, 0.047], [0.960, -1.877, 0.471], [-0.615, 0.513, -0.369], [0.025, -2.944, 0.069], [-2.447, -0.601, -0.095], [-1.139, -0.136, 0.182], [1.659, 0.772, -0.267], [-0.677, -0.117, 0.831], [-0.133, -0.081, 0.703], [-0.687, 2.085, 0.356], [0.079, 0.630, -1.380], [1.402, 0.123, 0.033], [0.555, -1.637, 0.425], [-1.830, 1.257, -0.344]], "e_homo_ev": [-7.70, -7.70], "e_above_lowest_kcal_mol": 97.0, "energy_ev": -80694.1552, "fmax_ev_per_a": 2.95, "total_charge": 0}

4.
{"formula": "C3H6BrNS", "method": "ωB97M-V with the def2-TZVPD basis set", "elements": ["C", "C", "C", "N", "S", "Br", "H", "H", "H", "H", "H", "H"], "xyz": [[1.1422, 1.6275, 1.1979], [-0.6522, 0.9630, -0.4742], [0.8556, -0.7638, 0.4245], [0.4608, 0.6362, 0.3893], [0.4890, 3.0729, 1.2885], [2.6581, 1.0481, 2.1226], [-0.5177, 0.4382, -1.4158], [-1.6240, 0.7874, -0.1319], [-0.4675, 1.9614, -0.7127], [1.8278, -0.9134, 1.1263], [0.1536, -1.3659, 0.9836], [0.7924, -1.0808, -0.6649]], "forces_ev_per_angstrom": [[0.549, -4.531, -1.512], [2.334, -0.591, -0.749], [1.158, -0.060, 0.920], [0.907, -0.471, 1.101], [-1.592, 4.025, 0.709], [0.432, 0.445, 0.396], [-0.036, -0.451, -0.130], [-1.430, -0.229, 0.978], [-0.481, 1.937, -0.408], [-1.970, 0.301, -2.715], [-0.767, -0.228, 0.010], [0.895, -0.147, 1.401]], "multiplicity": 3, "e_homo_ev": [-5.75, -8.73], "s_squared": 2.0078, "e_above_lowest_kcal_mol": 0.0, "energy_ev": -85571.6590, "fmax_ev_per_a": 4.81, "total_charge": 0}

5.
{"formula": "C3H6BrO2S", "method": "ωB97M-V with the def2-TZVPD basis set", "elements": ["C", "C", "C", "O", "O", "S", "Br", "H", "H", "H", "H", "H", "H"], "xyz": [[-1.4567, -0.1818, 1.2660], [-0.6734, 0.1655, -1.3340], [-0.3842, -0.3234, 0.1432], [3.9894, 0.4911, -1.0463], [3.2275, 1.0870, 1.2349], [2.8840, 0.5411, -0.1037], [-0.0003, -2.3829, 0.1872], [-2.5167, -0.5260, 0.8787], [-1.1907, -0.8267, 2.0437], [-1.5760, 0.8124, 1.7297], [-0.8721, 1.2974, -1.1950], [-1.6081, -0.1207, -1.7973], [0.1772, -0.0330, -2.0070]], "forces_ev_per_angstrom": [[-1.638, 0.182, -3.086], [-0.265, 1.154, 2.511], [0.484, 0.943, 0.080], [-0.649, 0.125, 0.434], [-0.730, -1.023, -2.664], [1.206, 0.720, 2.275], [-0.130, 0.393, -0.516], [1.232, 0.540, 0.806], [0.364, -1.032, 1.204], [0.231, -0.009, -0.623], [0.817, -1.381, -0.280], [-0.565, -0.827, -0.420], [-0.357, 0.217, 0.277]], "e_homo_ev": [-1.92, -1.92], "e_above_lowest_kcal_mol": 47.5, "energy_ev": -88179.4997, "fmax_ev_per_a": 3.50, "total_charge": -1}

6.
{"formula": "C3H6Cl2O", "method": "ωB97M-V with the def2-TZVPD basis set", "elements": ["O", "C", "C", "Cl", "C", "Cl", "H", "H", "H", "H", "H", "H"], "xyz": [[-0.4944, 1.4896, -0.1872], [-0.0203, 0.1234, -0.3291], [1.3912, 0.3127, 0.0976], [2.4740, -0.8955, -0.3195], [-0.9123, -0.8660, 0.3865], [-2.6639, -0.7777, -0.3178], [-1.4093, 1.5793, -0.4956], [0.0204, -0.2089, -1.3835], [1.4943, 0.5097, 1.2070], [1.6230, 1.2888, -0.3387], [-0.4252, -1.8378, 0.2127], [-1.0776, -0.7175, 1.4677]], "forces_ev_per_angstrom": [[-0.344, -0.630, -0.346], [-1.627, 1.295, -0.561], [-0.459, 2.378, 2.700], [1.576, -1.932, -0.828], [-0.349, -0.242, 0.231], [1.695, -0.291, 0.407], [0.241, -0.336, 0.091], [-0.244, 0.360, 0.151], [-0.421, -0.360, -1.054], [0.486, -0.389, -0.207], [-0.871, -0.045, 0.030], [0.318, 0.192, -0.614]], "e_homo_ev": -10.84, "e_above_lowest_kcal_mol": 9.6, "energy_ev": -30300.2922, "smiles": "OC(CCl)CCl", "fmax_ev_per_a": 3.63, "total_charge": 0}

7.
{"formula": "C3H6Cl2O3", "method": "ωB97M-V with the def2-TZVPD basis set", "elements": ["C", "C", "C", "O", "O", "O", "Cl", "Cl", "H", "H", "H", "H", "H", "H"], "xyz": [[1.6726, -0.5538, 0.4173], [0.8108, 0.2616, -0.5309], [-1.4155, 0.1211, 0.1555], [0.7068, -0.0718, -1.7814], [-1.9633, 1.4044, 0.2649], [-1.5002, -0.4635, 1.4027], [3.2462, 0.2993, 0.3363], [-2.2097, -0.7978, -1.0761], [1.8295, -1.6202, 0.1714], [1.2802, -0.4245, 1.4559], [0.8116, 1.2536, -0.4824], [0.9278, -1.0577, -1.6990], [-1.8366, 1.9680, -0.4497], [-2.3603, -0.3186, 1.8154]], "forces_ev_per_angstrom": [[-0.838, 1.183, 0.567], [-3.457, -3.108, 2.572], [2.666, 1.423, 0.972], [1.189, -3.888, -1.561], [-0.336, -1.855, 2.468], [0.654, -0.105, -0.511], [0.663, -0.239, 0.196], [-0.451, -0.701, -0.962], [-0.311, 0.600, -0.033], [0.367, -0.340, -0.907], [0.300, 4.083, 1.135], [-0.745, 1.635, -1.460], [0.546, 1.101, -2.292], [-0.246, 0.211, -0.185]], "e_homo_ev": -8.05, "e_above_lowest_kcal_mol": 65.7, "energy_ev": -34392.6451, "fmax_ev_per_a": 5.31, "total_charge": 0}

8.
{"formula": "C3H6Cl4O2SSi", "method": "ωB97M-V with the def2-TZVPD basis set", "elements": ["C", "C", "C", "O", "O", "Si", "S", "Cl", "Cl", "Cl", "Cl", "H", "H", "H", "H", "H", "H"], "xyz": [[0.0330, -0.4369, 0.8856], [0.9012, 0.0637, -0.3446], [0.0561, 0.3496, -1.5176], [-1.3787, -0.4481, -3.4349], [0.6408, -1.6740, -3.0281], [-1.1072, 0.0560, -4.9985], [-0.4340, -1.0601, -2.3517], [0.1522, -1.1222, -5.9410], [-2.9404, 0.0163, -5.6627], [-0.3712, 1.8502, -4.9226], [-1.7258, -2.5462, -1.8653], [0.1554, 0.2189, 1.8062], [0.2596, -1.4385, 1.1341], [-0.9878, -0.4058, 0.6262], [1.2433, 1.0807, -0.0598], [1.6663, -0.5955, -0.5129], [-0.9321, 0.7084, -1.2660]], "forces_ev_per_angstrom": [[0.969, 1.776, 0.437], [-1.821, 2.853, 1.701], [-0.463, 0.981, 0.931], [-0.428, 0.890, -0.471], [2.526, -0.852, -0.930], [-0.052, -1.151, 1.321], [0.984, 0.385, -0.654], [0.480, -0.687, -0.753], [-1.507, 0.027, -0.966], [0.753, 2.014, 0.008], [-3.147, -3.628, 1.112], [0.072, -0.802, -1.227], [0.362, -1.065, 0.282], [-1.368, 0.004, -0.197], [0.535, -0.763, 0.031], [2.094, -1.359, -0.621], [0.011, 1.378, -0.004]], "multiplicity": 3, "e_homo_ev": [-6.20, -10.79], "s_squared": 2.0075, "e_above_lowest_kcal_mol": 0.0, "energy_ev": -76105.6318, "fmax_ev_per_a": 4.93, "total_charge": 0}

9.
{"formula": "C3H6Cl5NaO23", "method": "ωB97M-V with the def2-TZVPD basis set", "elements": ["Na", "Cl", "O", "O", "O", "O", "Cl", "O", "O", "O", "O", "Cl", "O", "O", "O", "O", "Cl", "O", "O", "O", "O", "Cl", "O", "O", "O", "O", "C", "O", "C", "O", "O", "C", "H", "H", "H", "H", "H", "H"], "xyz": [[-0.3640, 0.6489, -0.2322], [-2.6943, -0.0359, -3.5015], [-3.7248, -1.0767, -3.6166], [-3.2762, 1.2748, -3.6503], [-2.0929, -0.1464, -2.1739], [-1.7162, -0.2470, -4.5411], [-2.5625, 0.8216, 3.4886], [-2.5302, 2.2155, 3.8319], [-3.9162, 0.3062, 3.5512], [-2.0771, 0.5705, 2.1522], [-1.7366, 0.1265, 4.4494], [2.9047, 0.9203, 1.5015], [4.1778, 0.5411, 0.9375], [2.6106, 2.2752, 1.1356], [1.8338, 0.0381, 1.0355], [2.9709, 0.7700, 2.9516], [2.1954, 1.7971, -3.1582], [2.2630, 3.1198, -2.5946], [1.7328, 0.8410, -2.1879], [1.2943, 1.8317, -4.2840], [3.5079, 1.3927, -3.5880], [-1.1791, 4.4626, -0.1385], [-0.4407, 4.4587, 1.0894], [-0.4793, 5.2649, -1.1128], [-1.3679, 3.1232, -0.6201], [-2.4846, 5.0502, 0.0936], [-0.2449, -2.5539, 2.3341], [0.4095, -3.2769, 1.3095], [0.3384, -2.7362, 0.0848], [-0.2582, -1.7490, -0.1708], [1.1018, -3.4029, -0.7892], [1.6463, -4.6525, -0.4447], [-0.0727, -3.0439, 3.2913], [-1.3293, -2.5017, 2.1921], [0.0991, -1.5178, 2.3813], [2.2656, -4.5441, 0.4535], [2.3566, -5.0016, -1.1918], [0.8390, -5.3641, -0.2685]], "forces_ev_per_angstrom": [[0.099, 0.434, -0.308], [0.206, -0.217, 0.731], [0.081, 0.395, -0.034], [-0.294, -0.242, -0.109], [-0.184, -0.032, -0.839], [-0.039, -0.130, 0.154], [0.170, -0.137, -0.269], [-0.316, 0.159, -0.296], [-0.361, 0.046, 0.370], [0.262, 0.230, 0.140], [0.174, -0.628, 0.252], [-0.511, 0.246, 0.470], [0.090, -0.455, -0.101], [-0.018, -0.242, 0.235], [0.295, 0.033, -0.192], [0.189, 0.131, -0.183], [-0.746, 0.699, 0.137], [0.193, -0.057, 0.174], [-0.313, -0.148, 0.375], [0.084, -0.243, -0.341], [0.969, -0.276, -0.545], [-0.206, 0.549, 0.066], [0.249, -0.066, 0.398], [0.015, 0.022, -0.226], [0.224, -0.582, -0.154], [-0.340, 0.234, 0.023], [-0.903, 1.096, 0.673], [0.239, -0.916, -0.131], [0.712, 0.090, 1.025], [-0.462, 0.442, -0.603], [-0.056, 0.037, -1.061], [0.489, 0.098, 1.123], [0.329, -0.171, -0.201], [0.139, -0.105, -0.270], [0.159, -0.156, -0.030], [-0.328, -0.156, 0.133], [-0.464, 0.257, -0.567], [0.174, -0.238, -0.017]], "e_homo_ev": 1.01, "energy_ev": -117291.0438, "fmax_ev_per_a": 1.57, "total_charge": -4}

10.
{"formula": "C3H6ClF", "method": "ωB97M-V with the def2-TZVPD basis set", "elements": ["C", "C", "C", "F", "Cl", "H", "H", "H", "H", "H", "H"], "xyz": [[-0.0923, 1.3877, -0.0445], [-0.2873, -0.1562, 0.4140], [0.4388, -1.2295, -0.4126], [-0.0398, -0.3543, 1.7828], [-2.1528, -0.3168, 0.2527], [1.0036, 1.4717, -0.1626], [-0.3539, 1.9484, 0.8854], [-0.5260, 1.7913, -0.9575], [-0.3429, -1.9328, -0.8260], [1.1584, -1.8405, 0.1666], [1.1942, -0.7689, -1.0983]], "forces_ev_per_angstrom": [[1.899, -1.537, 2.502], [-1.349, 1.252, -0.592], [0.322, -0.439, 0.021], [0.049, 0.729, -1.535], [0.911, -0.419, 0.145], [-0.282, 0.242, 0.086], [-0.043, -0.097, -1.035], [-0.540, -0.719, 0.232], [1.278, 0.929, -0.109], [-0.861, 0.268, 0.488], [-1.384, -0.209, -0.203]], "e_homo_ev": -10.73, "e_above_lowest_kcal_mol": 9.4, "energy_ev": -18447.7462, "smiles": "CC(C)(F)Cl", "fmax_ev_per_a": 3.50, "total_charge": 0}